(1)
DFT (ωB97M-V/def2-TZVPD) results for the molecule C4H8S2 at a distorted geometry.

```
14
Properties=species:S:1:pos:R:3:forces:R:3
C -0.847207 -0.036587 0.507530 -0.652 0.124 -1.035
C -0.415305 0.964845 -0.559556 0.273 0.191 -0.842
C 0.976515 1.092212 0.090813 0.206 -1.137 -0.971
C 0.682967 -0.317790 0.699962 -0.231 -0.131 0.612
H -1.668041 -2.016283 -0.849848 0.416 0.223 -0.076
H -1.329922 0.544609 1.347040 0.898 -0.854 -0.468
H -1.000168 1.840211 -0.716636 -0.576 0.774 0.034
H -0.296167 0.491428 -1.542528 -0.092 -0.119 0.244
H 1.077017 1.881194 0.829769 -0.081 -0.048 0.150
H 1.827230 1.111474 -0.620689 -0.476 0.101 0.529
H 0.849379 -0.377958 1.750194 0.730 -0.310 0.788
H 0.764370 -2.162244 -1.022831 -0.164 0.327 0.050
S -2.186814 -1.234702 0.103671 0.201 0.273 0.594
S 1.566145 -1.780403 -0.016890 -0.451 0.587 0.390
```
Positions in Å, forces in eV/Å.

total energy: -25946.9561 eV
multiplicity: 1
SMILES: S[C@@H]1CC[C@@H]1S
gap between HOMO and LUMO: 9.8 eV



(2)
DFT (ωB97M-V/def2-TZVPD) results for the ion C5H10N with charge +1 at a distorted geometry.

```
16
Properties=species:S:1:pos:R:3:forces:R:3
C -0.357161 -0.283302 2.162900 1.456 3.715 0.923
C -0.179032 1.053911 -0.426112 -1.928 -1.558 0.508
C -0.862239 -0.327866 -0.411067 1.534 1.943 -0.614
C 1.238071 1.229639 -0.465772 0.800 -0.460 -1.356
C -0.330357 -1.462381 -1.191659 3.586 -0.159 1.663
N -0.586672 -0.375423 0.958171 -0.064 1.355 -0.016
H -0.733386 -0.860836 2.926549 -0.988 -2.478 1.160
H 0.171012 0.604524 2.727417 -0.414 -1.085 -1.706
H -0.791545 1.975226 -0.299626 0.176 -0.994 0.274
H -1.880186 -0.305650 -0.603353 -2.110 0.622 0.120
H 1.812135 0.346320 -0.745330 -0.071 0.099 -0.099
H 1.542181 1.544872 0.480112 0.748 0.491 2.110
H 1.536995 2.113396 -1.038553 -0.287 -0.164 -0.414
H 0.226096 -2.134464 -0.476879 -0.312 0.549 -1.140
H 0.294040 -1.140212 -2.010467 0.415 0.045 -0.110
H -1.099953 -1.977754 -1.586333 -2.541 -1.923 -1.303
```
Positions in Å, forces in eV/Å.

charge: +1
total energy: -6826.4113 eV
multiplicity: 1
gap between HOMO and LUMO: 9.0 eV



(3)
DFT (ωB97M-V/def2-TZVPD) results for the molecule C5H6S2 at a distorted geometry.

```
13
Properties=species:S:1:pos:R:3:forces:R:3
C 1.967071 -0.289712 -1.321262 1.167 0.342 0.483
C 1.527610 -0.111366 -0.218398 -0.655 -0.203 0.938
C -0.647985 -0.697185 0.528035 -3.293 0.683 0.072
C -1.281678 0.253309 -0.611621 1.482 -0.642 0.131
C 0.619088 -0.065641 0.926378 0.794 1.390 0.803
S -1.372814 1.956206 0.006625 0.125 -0.083 0.400
S 0.123545 1.699848 1.443662 0.762 -0.690 -0.074
H 2.790298 -0.275428 -1.980039 -0.012 -0.173 -0.875
H -1.301158 -0.587673 1.420928 0.074 -0.164 -0.539
H -0.543841 -1.782740 0.402608 -0.058 0.391 -0.883
H -0.574223 0.311264 -1.447665 -0.252 -0.358 0.175
H -2.260236 0.110491 -1.036291 -0.441 -0.865 0.263
H 0.954325 -0.521372 1.887041 0.306 0.373 -0.893
```
Positions in Å, forces in eV/Å.

total energy: -26950.0641 eV
multiplicity: 1
SMILES: C#C[C@@H]1CCSS1
gap between HOMO and LUMO: 8.6 eV



Computed values of relative energy (zero: lowest compared OMol25 entry of this formula, charge and spin) (unit: kJ/mol) for the preceding records, in sequence: 140.7 365.7 179.5.
Computed values of highest occupied orbital energy (unit: Eh) for the preceding records, in sequence: -0.3351 -0.5227 -0.2905.